{"formula": "C45H41CrGeO4S2", "method": "wB97M-V/def2-TZVPD", "spin_multiplicity": 1, "charge": 3, "e_lumo_ev": -10.389, "homo_ha": -0.57594, "elements": ["Cr", "C", "C", "C", "C", "C", "C", "C", "S", "O", "C", "C", "C", "C", "C", "C", "C", "C", "C", "C", "C", "C", "C", "C", "C", "C", "C", "C", "C", "C", "S", "O", "C", "C", "C", "C", "C", "C", "C", "H", "H", "H", "H", "H", "H", "H", "H", "H", "H", "H", "H", "H", "H", "H", "H", "H", "H", "H", "H", "H", "H", "H", "H", "H", "H", "O", "C", "O", "C", "C", "C", "C", "C", "C", "H", "H", "H", "H", "H", "C", "Ge", "C", "C", "C", "H", "H", "H", "H", "H", "H", "H", "H", "H", "H"], "xyz": [[-0.26, -1.16, -0.37], [-5.40, 3.26, -4.98], [-4.26, 2.80, -4.12], [-3.16, 3.62, -3.87], [-2.11, 3.18, -3.09], [-2.18, 1.90, -2.53], [-3.26, 1.05, -2.77], [-4.28, 1.50, -3.57], [-0.83, 1.52, -1.52], [-0.63, -0.09, -1.76], [-1.31, 1.41, 0.17], [-2.62, 1.04, 0.55], [-2.91, 0.96, 1.88], [-1.92, 1.26, 2.86], [-2.24, 1.21, 4.24], [-1.29, 1.51, 5.18], [0.02, 1.87, 4.78], [0.36, 1.92, 3.46], [-0.60, 1.62, 2.46], [-0.29, 1.68, 1.07], [1.07, 2.11, 0.64], [1.36, 3.50, 0.73], [0.36, 4.46, 1.04], [0.66, 5.78, 1.12], [1.98, 6.23, 0.90], [2.97, 5.34, 0.59], [2.68, 3.96, 0.50], [3.70, 3.02, 0.18], [3.41, 1.70, 0.04], [2.08, 1.25, 0.26], [1.93, -0.50, 0.01], [2.48, -1.27, 1.10], [2.87, -0.82, -1.45], [2.47, -0.43, -2.73], [3.32, -0.68, -3.79], [4.55, -1.31, -3.61], [5.47, -1.57, -4.77], [4.93, -1.68, -2.31], [4.10, -1.44, -1.24], [-5.23, 4.25, -5.38], [-6.32, 3.27, -4.39], [-5.56, 2.57, -5.81], [-3.12, 4.60, -4.32], [-1.24, 3.82, -2.93], [-3.28, 0.05, -2.37], [-5.12, 0.85, -3.79], [-3.39, 0.89, -0.19], [-3.90, 0.70, 2.21], [-3.24, 0.94, 4.54], [-1.54, 1.48, 6.23], [0.76, 2.10, 5.54], [1.37, 2.19, 3.17], [-0.66, 4.14, 1.22], [-0.11, 6.50, 1.36], [2.21, 7.29, 0.97], [3.99, 5.68, 0.42], [4.71, 3.37, 0.04], [4.19, 1.01, -0.22], [1.53, 0.07, -2.91], [3.01, -0.39, -4.79], [5.08, -1.15, -5.69], [5.59, -2.65, -4.91], [6.45, -1.15, -4.58], [5.89, -2.15, -2.15], [4.39, -1.73, -0.24], [0.37, -1.16, 3.25], [-0.58, -1.63, 2.79], [-0.54, -1.62, 1.18], [-1.79, -2.28, 3.22], [-2.83, -2.64, 2.37], [-3.95, -3.25, 2.91], [-4.02, -3.50, 4.28], [-2.98, -3.14, 5.12], [-1.86, -2.52, 4.60], [-2.78, -2.46, 1.31], [-4.77, -3.55, 2.27], [-4.90, -3.99, 4.69], [-3.04, -3.34, 6.19], [-1.03, -2.23, 5.24], [0.80, -4.39, 1.61], [0.95, -4.44, -0.32], [-0.33, -5.57, -1.24], [2.76, -4.63, -0.98], [0.36, -2.60, -1.08], [1.25, -5.32, 1.98], [-0.23, -4.37, 1.95], [1.36, -3.56, 2.03], [-0.21, -6.58, -0.83], [-0.11, -5.62, -2.31], [-1.36, -5.28, -1.09], [2.96, -5.71, -1.02], [3.48, -4.18, -0.30], [2.89, -4.23, -1.98], [0.43, -2.46, -2.18]], "mulliken_charge": [0.82, -1.45, 0.89, -1.02, -0.59, 0.72, -0.46, -0.85, 0.88, -0.57, 0.50, -0.75, -1.19, 0.83, -0.79, -0.81, -1.04, -0.96, 0.51, 1.12, -0.57, 1.25, -1.03, -1.01, -0.69, -1.02, 0.82, -1.22, -1.46, 0.46, 2.63, -0.72, 0.28, -0.74, -0.95, 0.82, -1.53, -0.91, -0.37, 0.38, 0.35, 0.37, 0.36, 0.51, 0.42, 0.46, 0.57, 0.50, 0.52, 0.48, 0.50, 0.58, 0.46, 0.49, 0.45, 0.50, 0.50, 0.57, 0.40, 0.41, 0.39, 0.34, 0.39, 0.48, 0.69, -0.41, 0.61, 0.91, 0.45, -0.02, -1.13, -0.48, -0.92, -0.70, 0.59, 0.48, 0.48, 0.49, 0.52, -1.02, 0.65, -1.20, -1.18, -1.02, 0.59, 0.19, 0.28, 0.43, 0.40, 0.40, 0.49, 0.34, 0.37, 0.54]}


{"formula": "C32H24ClMnN5O4S3", "method": "wB97M-V/def2-TZVPD", "s_squared": 0.78, "spin_multiplicity": 2, "charge": -2, "de_lowest_kcal_mol": 6.8, "e_lumo_ev": [4.095, 4.095], "homo_ha": [-0.01817, -0.01743], "elements": ["Mn", "Cl", "C", "C", "C", "C", "O", "C", "C", "N", "C", "C", "C", "C", "C", "C", "C", "C", "N", "C", "C", "H", "H", "H", "H", "H", "H", "H", "H", "H", "H", "S", "C", "C", "C", "C", "C", "C", "S", "H", "H", "H", "H", "C", "N", "C", "C", "N", "H", "H", "H", "H", "H", "H", "O", "C", "N", "S", "O", "O", "C", "C", "C", "C", "C", "C", "H", "H", "H", "H"], "xyz": [[0.17, -0.13, -0.02], [-3.44, 6.04, 1.44], [-2.64, 4.48, 1.41], [-2.84, 3.58, 2.47], [-2.22, 2.36, 2.45], [-1.37, 1.94, 1.38], [-0.87, 0.77, 1.42], [-1.16, 2.90, 0.33], [-0.29, 2.68, -0.79], [0.39, 1.62, -1.04], [1.18, 1.52, -2.20], [1.48, 2.52, -3.09], [2.30, 2.27, -4.21], [2.83, 1.02, -4.43], [2.55, -0.03, -3.52], [3.07, -1.35, -3.65], [2.75, -2.28, -2.72], [1.90, -1.94, -1.63], [1.42, -0.72, -1.50], [1.72, 0.23, -2.42], [-1.81, 4.14, 0.38], [-3.49, 3.86, 3.29], [-2.36, 1.65, 3.26], [-0.23, 3.53, -1.48], [1.11, 3.53, -2.94], [2.52, 3.08, -4.89], [3.47, 0.83, -5.28], [3.71, -1.58, -4.49], [3.11, -3.30, -2.79], [1.62, -2.65, -0.87], [-1.64, 4.85, -0.42], [-0.26, -2.38, 0.80], [-1.61, -3.29, 0.09], [-2.54, -3.79, 1.02], [-3.53, -4.71, 0.70], [-3.63, -5.15, -0.62], [-2.76, -4.63, -1.57], [-1.74, -3.70, -1.27], [-0.71, -3.18, -2.58], [-2.43, -3.45, 2.04], [-4.20, -5.08, 1.47], [-4.38, -5.87, -0.91], [-2.83, -4.96, -2.60], [-4.73, -1.82, -1.02], [-3.99, -0.82, -0.26], [-4.73, 0.11, 0.56], [-2.81, -0.45, -0.70], [-1.76, -0.11, -1.06], [-5.33, -1.36, -1.81], [-5.38, -2.36, -0.33], [-4.03, -2.53, -1.45], [-5.38, 0.76, -0.04], [-4.04, 0.73, 1.12], [-5.35, -0.45, 1.26], [2.40, -1.85, 2.34], [2.62, -0.68, 2.09], [1.97, 0.13, 1.20], [2.63, 1.61, 1.12], [3.28, 1.85, -0.15], [1.75, 2.65, 1.59], [3.88, 1.34, 2.34], [4.85, 2.20, 2.83], [5.71, 1.71, 3.80], [5.59, 0.39, 4.26], [4.61, -0.45, 3.75], [3.75, 0.05, 2.78], [4.94, 3.22, 2.46], [6.48, 2.34, 4.21], [6.27, 0.03, 5.02], [4.49, -1.47, 4.09]], "mulliken_charge": [0.36, -0.31, 0.08, -0.47, -0.74, 0.33, -0.84, 0.67, 0.24, 0.80, -0.03, -0.71, -0.88, -0.75, 0.92, -0.90, -0.95, -0.32, 1.01, 0.27, -0.96, 0.39, 0.42, -0.15, 0.34, 0.35, 0.38, 0.36, 0.41, 0.45, 0.39, -0.58, 0.09, -0.35, -0.76, -0.34, -0.64, 0.24, -0.42, 0.38, 0.31, 0.28, 0.30, -0.99, 0.40, -0.66, 0.07, -0.28, 0.32, 0.34, 0.22, 0.29, 0.04, 0.33, -0.69, 0.31, 0.46, 1.08, -0.66, -0.66, 0.26, -0.60, -0.50, -0.44, -0.54, -0.40, 0.43, 0.36, 0.36, 0.49]}


{"formula": "CHO4PS", "method": "wB97M-V/def2-TZVPD", "spin_multiplicity": 1, "charge": -2, "de_lowest_kcal_mol": 143.0, "e_lumo_ev": [6.100, 6.187], "homo_ha": [-0.00467, -0.00855], "elements": ["C", "O", "O", "O", "O", "P", "S", "H"], "xyz": [[-0.55, 0.22, 0.18], [0.84, -1.85, -0.52], [0.80, -0.20, -2.39], [1.83, 0.60, -0.23], [-1.59, 0.10, 2.57], [0.95, -0.37, -0.93], [-0.45, -0.34, 1.64], [-1.84, 1.85, -0.33]], "mulliken_charge": [-0.26, -0.74, -0.77, -0.69, -0.65, 0.80, 0.16, 0.14]}


{"formula": "C6H11O", "method": "wB97M-V/def2-TZVPD", "spin_multiplicity": 1, "charge": -1, "de_lowest_kcal_mol": 107.4, "e_lumo_ev": 2.675, "homo_ha": -0.07269, "elements": ["C", "O", "C", "C", "C", "C", "C", "H", "H", "H", "H", "H", "H", "H", "H", "H", "H", "H"], "xyz": [[2.91, -1.33, 0.36], [3.24, -2.58, 0.03], [1.51, -0.91, -0.17], [-1.32, 0.57, -1.03], [-1.77, 1.26, 0.06], [-1.65, 1.56, 1.35], [-3.16, 1.46, -0.67], [3.63, -0.58, -0.07], [2.91, -1.15, 1.47], [1.10, -0.07, 0.42], [0.81, -1.74, -0.01], [-1.03, 1.10, -1.94], [1.54, -0.62, -1.22], [-2.54, 1.84, 1.90], [-0.72, 1.47, 1.89], [-3.19, 2.44, -1.14], [-3.94, 1.45, 0.10], [-3.48, 0.72, -1.41]], "mulliken_charge": [-0.32, -0.88, -0.64, -0.56, 1.00, -0.94, -1.26, 0.14, 0.13, 0.05, 0.30, 0.18, 0.23, 0.24, 0.32, 0.29, 0.38, 0.34]}


{"formula": "C20H24N4O2", "method": "wB97M-V/def2-TZVPD", "spin_multiplicity": 1, "smiles": "CCCCCCC(=O)Nc1ccc(C(=O)N/N=C/c2cccnc2)cc1", "de_lowest_kcal_mol": 46.1, "e_lumo_ev": 0.065, "homo_ha": -0.31736, "elements": ["C", "C", "C", "C", "C", "C", "C", "O", "N", "C", "C", "C", "C", "C", "O", "N", "N", "C", "C", "C", "C", "C", "N", "C", "C", "C", "H", "H", "H", "H", "H", "H", "H", "H", "H", "H", "H", "H", "H", "H", "H", "H", "H", "H", "H", "H", "H", "H", "H", "H"], "xyz": [[-3.28, -0.67, -2.66], [-4.23, -1.86, -2.51], [-5.16, -1.75, -1.30], [-4.45, -1.68, 0.05], [-3.73, -2.98, 0.43], [-2.81, -2.78, 1.64], [-1.78, -1.69, 1.38], [-1.72, -0.68, 2.04], [-0.95, -1.99, 0.34], [0.02, -1.20, -0.27], [0.28, 0.11, 0.12], [1.25, 0.85, -0.54], [1.97, 0.30, -1.59], [3.01, 1.03, -2.34], [3.24, 0.85, -3.52], [3.77, 1.95, -1.66], [3.73, 2.15, -0.35], [4.51, 2.98, 0.21], [4.45, 3.20, 1.64], [3.57, 2.49, 2.46], [3.56, 2.75, 3.82], [4.44, 3.71, 4.31], [5.28, 4.39, 3.55], [5.28, 4.14, 2.25], [1.69, -1.01, -2.00], [0.73, -1.75, -1.35], [-2.56, -0.63, -1.84], [-3.84, 0.26, -2.67], [-2.72, -0.75, -3.59], [-4.85, -1.92, -3.41], [-3.65, -2.78, -2.46], [-5.84, -2.61, -1.30], [-5.77, -0.85, -1.41], [-3.73, -0.86, 0.04], [-5.18, -1.45, 0.82], [-4.47, -3.75, 0.66], [-3.15, -3.33, -0.43], [-2.30, -3.72, 1.88], [-3.40, -2.48, 2.50], [-1.07, -2.90, -0.09], [-0.28, 0.54, 0.93], [1.42, 1.87, -0.23], [4.47, 2.45, -2.23], [5.24, 3.57, -0.36], [2.91, 1.75, 2.02], [2.89, 2.23, 4.48], [4.47, 3.95, 5.37], [5.99, 4.72, 1.67], [2.23, -1.42, -2.83], [0.51, -2.76, -1.67]], "mulliken_charge": [-0.87, -0.33, -0.90, -0.39, -0.44, -1.11, 0.58, -0.64, 0.02, 0.98, -0.56, -0.53, 0.28, 0.06, -0.64, -0.23, -0.09, -0.41, 0.78, -0.29, -0.54, -0.19, -0.61, -0.50, -1.06, -0.59, 0.04, 0.31, 0.36, 0.34, 0.25, 0.31, 0.39, 0.27, 0.29, 0.40, 0.20, 0.39, 0.36, 0.21, 0.51, 0.58, 0.27, 0.31, 0.57, 0.39, 0.36, 0.31, 0.44, 0.36]}


Number 1: E_tot -162099.325 eV. Number 2: E_tot -125564.916 eV. Number 3: E_tot -29363.660 eV. Number 4: E_tot -8442.214 eV. Number 5: E_tot -31185.247 eV.